Computed, not measured: a structure of composition C18H42MnN4O6 at a distorted geometry, with ωB97M-V with the def2-TZVPD basis set.

Summary:
Orbital gap (alpha / beta) ... 6.367 / 6.511 eV
Expectation value of S² ... 8.75
Energy above the lowest of the compared OMol25 structures with the same formula, charge and spin ... 0.00 kJ/mol
Spin multiplicity ... 6
Total energy ... -68910.3087 eV
HOMO level (alpha / beta) ... -6.034 / -6.180 eV

Geometry as XYZ:
```
71
Properties=species:S:1:pos:R:3:lowdin_spin:R:1
Mn 6.234 -22.440 -18.380 4.713
O 7.212 -22.642 -20.287 0.024
O 8.215 -23.189 -17.648 0.026
O 4.559 -21.293 -19.307 0.050
O 5.521 -21.900 -16.489 0.032
O 5.572 -24.560 -18.421 0.053
O 7.353 -20.462 -18.335 0.024
N 8.111 -18.436 -19.086 0.003
N 10.218 -23.325 -16.607 0.004
N 8.624 -21.713 -21.935 0.007
N 3.838 -22.012 -14.931 0.005
C 9.796 -21.465 -21.150 0.001
C 7.716 -17.121 -19.706 0.000
C 3.396 -21.214 -20.180 0.007
C 9.489 -18.640 -19.044 0.000
C 3.244 -22.399 -21.034 0.000
C 11.201 -24.229 -16.196 0.000
C 2.073 -20.932 -19.455 0.001
C 10.679 -22.086 -17.153 0.000
C 8.981 -23.824 -16.878 0.006
C 7.371 -22.121 -21.392 0.011
C 3.533 -25.970 -18.705 0.001
C 2.918 -21.267 -14.097 0.001
C 8.567 -21.326 -23.333 0.000
C 4.894 -21.491 -15.488 0.010
C 7.145 -19.312 -18.649 0.006
C 5.056 -25.644 -19.081 0.007
C 5.785 -26.931 -18.913 0.001
C 3.349 -23.209 -15.618 0.000
H 6.669 -16.873 -19.885 0.000
H 5.575 -27.265 -17.897 0.000
H 8.157 -16.276 -19.179 0.000
H 2.560 -23.699 -15.047 0.000
H 9.833 -21.399 -17.127 0.000
H 5.071 -25.329 -20.124 0.000
H 3.976 -24.006 -16.016 0.000
H 4.113 -22.381 -21.692 0.000
H 2.847 -22.762 -16.477 0.000
H 9.820 -21.998 -20.199 0.000
H 3.444 -20.360 -20.855 0.001
H 9.865 -19.379 -18.337 0.000
H 5.506 -27.717 -19.614 0.000
H 3.294 -26.319 -17.700 0.000
H 8.206 -17.150 -20.679 0.000
H 2.023 -20.848 -14.558 0.000
H 9.810 -18.896 -20.054 0.000
H 6.601 -22.015 -22.171 0.000
H 6.867 -26.797 -18.922 0.000
H 1.323 -20.725 -20.217 0.000
H 2.964 -23.300 -20.488 0.000
H 2.446 -21.832 -13.293 0.000
H 2.084 -19.958 -18.967 0.000
H 12.067 -24.400 -16.835 0.000
H 10.705 -21.916 -21.549 0.000
H 2.918 -25.101 -18.936 0.000
H 10.861 -25.193 -15.817 0.000
H 3.113 -26.792 -19.285 0.000
H 11.831 -23.751 -15.446 0.000
H 10.150 -20.434 -21.132 0.000
H 5.238 -20.606 -14.931 0.001
H 8.815 -24.813 -16.422 0.000
H 10.041 -17.713 -18.893 0.000
H 3.325 -20.371 -13.629 0.000
H 1.652 -21.694 -18.799 0.000
H 6.103 -18.995 -18.811 0.000
H 11.353 -21.547 -16.488 0.000
H 9.330 -21.764 -23.977 0.000
H 11.123 -22.146 -18.147 0.000
H 2.385 -22.305 -21.699 0.000
H 7.615 -21.490 -23.837 0.000
H 8.831 -20.268 -23.327 0.000
```